(1)
The following is a DFT calculation (the ωB97M-V functional and the def2-TZVPD basis) of a structure of composition C52H67IInN2.

Summary:
**LUMO energy**: 1.971 eV
**E_HOMO**: -4.910 eV
**E_tot**: -71267.38720 eV

```
! wB97M-V def2-TZVPD RIJCOSX def2/J DEFGRID3
* xyz -1 1
H -0.061 -2.885 5.357
H 0.706 1.235 -4.532
C 1.456 4.716 8.891
C 4.778 -7.338 1.985
H 0.844 -1.298 -3.196
C -4.384 3.991 7.071
C -2.820 -0.681 -6.425
N -1.540 -0.146 -4.669
H 5.423 -8.009 1.431
C -3.378 9.551 5.679
C 1.666 3.603 8.089
H 0.677 -1.301 3.231
H 4.640 5.850 9.088
C -0.558 -3.087 3.275
C 0.907 -4.692 -10.397
H -2.145 -4.517 4.744
H -6.780 8.437 7.117
H 2.746 0.646 -1.890
In -4.049 -2.523 4.750
H 0.705 0.922 -0.635
H -2.420 9.862 5.281
H 5.012 3.872 7.654
C -1.829 3.384 6.179
H -1.162 -1.647 4.727
H -5.381 -3.310 5.629
H -1.522 1.591 -3.620
C -4.990 7.821 6.109
C 3.619 -7.820 2.577
H 2.119 -0.422 -3.982
H 1.351 -2.845 -0.648
C -5.827 8.750 6.711
N -3.989 -0.453 5.247
C 0.105 -3.983 -11.279
C 4.014 4.110 8.001
C -3.316 4.803 7.428
H 5.356 -1.764 -14.913
C 3.122 -5.617 3.400
H 2.040 -1.819 1.513
H -0.729 -0.775 0.126
C -3.764 8.220 5.595
C 3.519 -0.944 -14.170
C -0.392 -2.739 -10.917
H 0.458 4.952 9.238
C 1.213 -4.157 -9.152
H -2.104 -3.671 6.284
H -3.112 7.492 5.130
H 1.295 -5.663 -10.680
H 5.679 -3.257 -12.970
H 2.669 -1.111 -1.717
C -0.087 -2.203 -9.674
H 3.106 2.436 7.013
C 4.630 -1.773 -14.110
H 0.075 -3.976 3.294
H -0.424 -1.390 -1.467
H -0.129 -4.398 -12.251
H -1.201 5.126 7.269
C 3.805 5.221 8.806
H -5.383 4.227 7.420
C 1.133 -2.423 1.465
C 1.366 -0.347 -3.199
C 2.525 5.527 9.247
H 3.378 -0.287 -15.019
H 4.013 -3.285 -11.143
H 6.014 -5.619 1.639
C -2.037 4.497 6.986
H -0.472 -1.232 -9.390
C 2.587 -0.957 -13.140
C 0.458 0.851 -3.544
C -4.218 10.482 6.274
C 0.718 -2.911 -8.793
C -1.047 0.616 -3.532
C 0.585 -2.480 0.041
C -2.132 -3.529 5.203
C -1.831 -1.696 -6.284
H 0.662 1.645 -2.827
C 3.876 -2.628 -11.992
C -2.898 2.572 5.818
H 4.532 -4.085 2.889
H -5.004 2.240 5.992
H -0.236 -1.876 -4.832
H 1.755 -0.140 0.249
H -1.019 -2.185 -11.605
C -5.442 10.082 6.791
H -4.950 -0.129 5.220
H 1.451 -3.432 1.724
H 3.359 -8.867 2.485
C 0.058 -1.157 -0.521
H -2.746 1.701 5.192
H 1.890 -7.335 3.751
C 2.762 -1.801 -12.053
H -1.401 0.208 -2.590
C 0.137 -1.938 2.532
C 5.109 -5.995 2.100
H -0.831 3.147 5.831
H -1.465 -3.350 2.732
H -3.918 11.521 6.335
H 2.037 -1.814 -11.255
C -0.929 -2.712 4.713
H -0.214 -3.221 0.016
C -1.072 -1.309 -5.197
H -1.661 -2.575 -6.874
H -5.289 6.783 6.042
C -2.625 0.241 -5.423
H 1.836 -4.712 -8.462
C 2.944 3.302 7.642
H -3.685 -0.379 6.213
H -3.170 1.134 -5.182
H -6.096 10.808 7.258
H 2.360 6.397 9.870
H -3.480 5.674 8.051
H 0.957 -2.489 -7.825
C -4.174 2.877 6.269
C 4.279 -5.134 2.804
H 2.475 -4.945 3.949
C 2.793 -6.960 3.287
H -0.658 -1.332 2.102
C 1.130 -0.082 -0.640
H -3.586 -0.653 -7.181
C 2.071 -0.208 -1.846
H 0.832 2.971 7.813
C 4.810 -2.613 -13.019
I -4.586 -2.753 1.986
H 1.721 -0.307 -13.185
*
```

Atomic partial charges in e from the Löwdin method, atoms 1 to 99: atom 1 (H): 0.09, atom 2 (H): 0.11, atom 3 (C): -0.10, atom 4 (C): -0.11, atom 5 (H): 0.08, atom 6 (C): -0.11, atom 7 (C): -0.11, atom 8 (N): -0.10, atom 9 (H): 0.10, atom 10 (C): -0.10, atom 11 (C): -0.09, atom 12 (H): 0.11, atom 13 (H): 0.10, atom 14 (C): -0.23, atom 15 (C): -0.10, atom 16 (H): 0.02, atom 17 (H): 0.10, atom 18 (H): 0.11, atom 19 (In): 0.19, atom 20 (H): 0.10, atom 21 (H): 0.10, atom 22 (H): 0.10, atom 23 (C): -0.10, atom 24 (H): 0.08, atom 25 (H): -0.13, atom 26 (H): 0.12, atom 27 (C): -0.10, atom 28 (C): -0.10, atom 29 (H): 0.11, atom 30 (H): 0.10, atom 31 (C): -0.10, atom 32 (N): -0.22, atom 33 (C): -0.10, atom 34 (C): -0.10, atom 35 (C): -0.12, atom 36 (H): 0.10, atom 37 (C): -0.10, atom 38 (H): 0.09, atom 39 (H): 0.10, atom 40 (C): -0.09, atom 41 (C): -0.10, atom 42 (C): -0.11, atom 43 (H): 0.10, atom 44 (C): -0.09, atom 45 (H): 0.01, atom 46 (H): 0.10, atom 47 (H): 0.10, atom 48 (H): 0.10, atom 49 (H): 0.10, atom 50 (C): -0.11, atom 51 (H): 0.10, atom 52 (C): -0.11, atom 53 (H): 0.09, atom 54 (H): 0.09, atom 55 (H): 0.10, atom 56 (H): 0.09, atom 57 (C): -0.11, atom 58 (H): 0.10, atom 59 (C): -0.21, atom 60 (C): -0.21, atom 61 (C): -0.10, atom 62 (H): 0.10, atom 63 (H): 0.10, atom 64 (H): 0.10, atom 65 (C): -0.11, atom 66 (H): 0.11, atom 67 (C): -0.09, atom 68 (C): -0.16, atom 69 (C): -0.11, atom 70 (C): -0.10, atom 71 (C): -0.14, atom 72 (C): -0.20, atom 73 (C): -0.33, atom 74 (C): -0.10, atom 75 (H): 0.11, atom 76 (C): -0.09, atom 77 (C): -0.09, atom 78 (H): 0.10, atom 79 (H): 0.09, atom 80 (H): 0.10, atom 81 (H): 0.10, atom 82 (H): 0.10, atom 83 (C): -0.11, atom 84 (H): -0.07, atom 85 (H): 0.09, atom 86 (H): 0.10, atom 87 (C): -0.21, atom 88 (H): 0.08, atom 89 (H): 0.10, atom 90 (C): -0.09, atom 91 (H): 0.12, atom 92 (C): -0.19, atom 93 (C): -0.10, atom 94 (H): 0.09, atom 95 (H): 0.06, atom 96 (H): 0.10, atom 97 (H): 0.08, atom 98 (C): -0.33, atom 99 (H): 0.12

(2)
The following is a DFT calculation (the ωB97M-V functional and the def2-TZVPD basis) of a structure of composition C52H71N3O8Zr.

Summary:
**LUMO energy**: 0.423 eV
**E_HOMO**: -8.089 eV
**E_tot**: -77215.67809 eV

```
! wB97M-V def2-TZVPD RIJCOSX def2/J DEFGRID3
* xyz 0 1
H -1.529 2.096 -7.207
H 0.884 1.974 -6.386
H 2.911 -5.115 -3.470
Zr -2.099 -0.464 1.649
C 6.045 -1.637 1.950
H 6.895 0.425 3.474
H 6.684 0.786 0.962
H 3.042 -3.321 -0.158
N -4.822 0.434 1.327
H -2.005 2.729 -5.631
C 1.185 6.823 1.359
C 5.300 -0.328 2.211
O -0.346 0.724 0.474
H 0.184 -0.973 -6.028
H 5.349 1.231 3.738
H 1.665 0.502 0.007
H -3.010 2.037 -0.243
H 5.879 -2.361 2.749
H -6.017 -0.851 2.426
C 5.606 0.638 1.058
C 2.046 -3.249 -0.570
H 1.624 6.674 0.371
C 3.034 -3.015 -2.919
H -6.707 -0.481 0.847
C -1.974 1.163 -1.900
H 7.116 -1.442 1.895
H 5.605 -0.398 4.363
O -2.866 2.886 3.815
C 3.178 -1.764 2.136
C -0.313 2.101 0.678
H -2.648 3.137 -1.556
C 4.387 -3.148 -2.220
H 4.539 -2.355 -1.486
H -5.054 1.169 1.983
C 1.869 -3.095 -1.938
C 2.905 -4.138 -3.956
H 1.381 2.290 3.622
H -4.539 -4.184 2.358
C -4.440 -3.166 2.756
H -0.698 6.967 -0.652
H -0.204 0.039 -7.418
C 0.787 1.685 2.934
C 0.352 2.588 1.796
N -3.951 -2.286 1.660
H -1.484 -0.867 -6.614
C -1.293 0.497 -4.154
H -2.812 1.302 -6.282
C 5.816 0.270 3.526
C 2.951 0.551 2.541
H -2.104 -3.240 -3.003
H -4.795 0.847 0.401
H -1.864 6.155 2.862
H -1.764 -2.642 3.739
H -0.900 -5.215 1.000
C -5.085 -1.903 0.801
H 5.187 -3.075 -2.959
C -0.869 6.592 2.781
C -1.910 -1.176 -2.499
C -3.690 -3.200 4.087
H 0.867 4.357 2.849
C -1.544 1.464 -3.184
H -1.330 -1.620 -4.490
H -0.255 6.158 3.570
C 0.975 -0.823 2.433
O -2.854 -0.562 3.556
O -2.427 1.458 2.142
H 1.277 1.044 -4.933
C -1.782 -4.597 0.821
C 2.994 -1.654 -3.629
C 1.796 -1.924 2.183
C 0.518 1.672 -5.403
C 1.213 -3.267 1.809
C 0.566 -2.960 -2.411
C 0.972 -3.269 0.315
C -5.767 -0.674 1.378
H 0.394 -2.804 -3.468
O -2.481 0.529 5.487
C -2.163 -0.187 -1.544
C -0.567 -0.300 -6.447
C -2.656 0.499 4.299
H 1.227 7.888 1.596
C -1.061 4.275 0.090
H 3.377 1.537 2.688
H 4.488 -4.111 -1.715
H 3.079 -0.840 -2.906
C -2.662 1.778 3.405
H 5.229 0.242 0.113
C 1.572 0.437 2.622
N -2.267 -3.500 3.959
C -0.308 -3.147 -0.206
H 0.287 -3.457 2.347
O -2.561 -0.557 -0.311
C -0.806 0.908 -5.540
H -4.153 -4.021 4.644
H -1.682 4.904 -0.534
H -2.128 6.878 0.390
H 1.931 -4.048 2.068
H 3.822 -1.572 -4.336
C -1.907 -2.637 -2.115
H 0.402 2.570 -4.798
H 5.741 -2.092 1.005
C -1.502 -0.821 -3.781
H 5.146 1.613 1.220
H 1.980 -4.051 -4.526
C -1.109 2.899 -0.124
H 0.567 0.760 -1.393
H -0.977 8.196 0.582
C 3.791 -0.533 2.297
C -0.535 -2.972 -1.568
C -1.852 1.814 -6.203
H -1.906 -3.779 4.865
H 3.738 -4.100 -4.660
H -2.679 -2.851 -1.377
H 1.801 6.293 2.085
C -0.268 6.332 1.391
H 3.777 -2.648 1.957
H -5.794 -2.734 0.703
C -0.305 4.832 1.113
H -4.697 -1.667 -0.191
H -0.939 7.666 2.963
C 0.690 0.274 -0.425
H -5.451 -2.832 2.999
C -1.067 7.132 0.362
H -0.112 1.411 3.495
H -3.877 -2.279 4.638
H -1.404 2.513 -3.426
O -1.386 -3.222 0.667
O -0.367 -0.991 2.480
H -3.304 -2.817 1.077
H -2.283 -4.942 -0.090
H -2.423 -4.662 1.691
H 0.574 -0.802 -0.533
C 0.365 3.963 1.974
H 2.065 -1.513 -4.182
C -2.234 2.319 -0.963
*
```

Atomic partial charges in e from the natural (NBO) method, atoms 1 to 99: atom 1 (H): 0.21, atom 2 (H): 0.21, atom 3 (H): 0.21, atom 4 (Zr): 2.54, atom 5 (C): -0.60, atom 6 (H): 0.20, atom 7 (H): 0.21, atom 8 (H): 0.22, atom 9 (N): -0.83, atom 10 (H): 0.21, atom 11 (C): -0.60, atom 12 (C): -0.08, atom 13 (O): -0.62, atom 14 (H): 0.20, atom 15 (H): 0.21, atom 16 (H): 0.20, atom 17 (H): 0.24, atom 18 (H): 0.21, atom 19 (H): 0.20, atom 20 (C): -0.59, atom 21 (C): -0.27, atom 22 (H): 0.21, atom 23 (C): -0.11, atom 24 (H): 0.19, atom 25 (C): -0.08, atom 26 (H): 0.21, atom 27 (H): 0.21, atom 28 (O): -0.55, atom 29 (C): -0.22, atom 30 (C): 0.36, atom 31 (H): 0.22, atom 32 (C): -0.60, atom 33 (H): 0.21, atom 34 (H): 0.39, atom 35 (C): 0.10, atom 36 (C): -0.60, atom 37 (H): 0.23, atom 38 (H): 0.18, atom 39 (C): -0.22, atom 40 (H): 0.21, atom 41 (H): 0.21, atom 42 (C): -0.43, atom 43 (C): -0.04, atom 44 (N): -0.69, atom 45 (H): 0.21, atom 46 (C): -0.02, atom 47 (H): 0.21, atom 48 (C): -0.59, atom 49 (C): -0.20, atom 50 (H): 0.22, atom 51 (H): 0.38, atom 52 (H): 0.22, atom 53 (H): 0.38, atom 54 (H): 0.20, atom 55 (C): -0.23, atom 56 (H): 0.21, atom 57 (C): -0.60, atom 58 (C): -0.07, atom 59 (C): -0.23, atom 60 (H): 0.21, atom 61 (C): -0.20, atom 62 (H): 0.21, atom 63 (H): 0.21, atom 64 (C): 0.37, atom 65 (O): -0.88, atom 66 (O): -0.89, atom 67 (H): 0.21, atom 68 (C): -0.26, atom 69 (C): -0.59, atom 70 (C): -0.06, atom 71 (C): -0.59, atom 72 (C): -0.47, atom 73 (C): -0.24, atom 74 (C): 0.06, atom 75 (C): -0.23, atom 76 (H): 0.21, atom 77 (O): -0.56, atom 78 (C): 0.39, atom 79 (C): -0.60, atom 80 (C): 0.69, atom 81 (H): 0.21, atom 82 (C): -0.22, atom 83 (H): 0.21, atom 84 (H): 0.21, atom 85 (H): 0.21, atom 86 (C): 0.69, atom 87 (H): 0.21, atom 88 (C): -0.07, atom 89 (N): -0.85, atom 90 (C): 0.22, atom 91 (H): 0.25, atom 92 (O): -0.95, atom 93 (C): -0.07, atom 94 (H): 0.19, atom 95 (H): 0.21, atom 96 (H): 0.21, atom 97 (H): 0.22, atom 98 (H): 0.21, atom 99 (C): -0.43

(3)
The following is a DFT calculation (the ωB97M-V functional and the def2-TZVPD basis) of a cluster of 11 separate species, C52H72ClN11O6P in total.

Summary:
**LUMO energy**: 1.605 eV
**E_HOMO**: -5.725 eV
**E_tot**: -105580.82245 eV

```
! wB97M-V def2-TZVPD RIJCOSX def2/J DEFGRID3
* xyz -1 1
H -1.379 -6.088 -9.795
H 1.257 -1.329 0.757
C -0.072 -0.039 -0.205
H -0.153 -4.534 -8.268
H -3.466 4.773 -2.641
C 1.045 -1.022 -0.232
O 4.021 2.779 -1.609
C -0.366 -8.331 -1.101
C 0.312 -7.477 -9.375
C 5.680 -3.729 8.945
C -8.794 0.804 -0.606
C -1.028 3.917 -0.539
C -2.123 -7.572 -2.279
H 4.677 4.527 10.132
N 0.181 -5.452 -8.495
C 2.355 -0.531 -0.822
C -0.147 4.373 -1.753
H -2.144 -9.625 -1.540
C 1.264 0.093 -3.472
O 4.506 1.097 0.126
H 4.358 -5.296 8.031
H 1.807 0.914 -8.802
H 0.295 -8.962 -0.534
H 1.878 3.015 1.590
Cl 0.515 -2.509 -1.037
N 4.267 -2.085 8.519
C -1.067 5.145 6.340
H 3.170 1.273 4.461
H 0.642 -4.188 -5.511
C -3.455 2.841 -3.480
C -5.697 2.707 -3.567
H 1.055 1.543 3.157
C 0.359 -0.279 3.976
H 0.505 -2.061 5.222
H 1.970 -5.463 -7.341
O 2.061 -0.745 -3.960
H 6.547 -4.270 9.281
H -6.698 2.350 -3.736
N -3.994 3.994 -2.982
C 4.673 2.805 8.801
H -1.867 4.852 1.192
N -1.197 -6.579 -2.163
H -6.793 0.589 -1.565
H -0.103 -2.121 -4.255
O -0.363 3.875 2.759
C 2.215 -0.603 5.191
H -5.977 4.730 -2.675
C -8.282 2.808 0.275
O 0.139 5.266 1.089
H -1.292 -5.656 -2.553
C 0.850 2.341 -2.658
H -3.042 -7.410 -2.813
C -1.769 3.031 6.501
H 1.542 3.380 -0.920
C -0.448 -6.339 -9.320
C -0.379 -4.025 -5.212
C 1.859 3.999 1.992
C 0.461 4.363 1.998
H 0.787 2.614 -3.685
H -1.169 5.600 8.471
H 5.116 0.814 8.269
H -8.240 3.758 0.778
H -0.594 2.166 -8.515
C -1.118 5.020 0.457
H -1.949 0.733 -6.653
H 6.008 2.852 11.809
H 2.694 1.592 -3.249
C -5.363 3.919 -3.026
C 0.940 -1.147 4.858
C -2.060 -2.921 -4.269
H 3.857 -1.172 8.465
C -0.123 -7.029 -1.453
H -6.338 2.810 -0.558
H -4.377 1.045 -4.294
H -1.378 5.917 -0.045
C -1.504 -4.796 -5.379
C -1.642 -8.677 -1.628
O 0.042 0.172 -3.548
C 5.643 2.625 10.823
C 3.685 -3.225 8.048
H 0.082 -8.361 -9.943
H -10.256 1.959 0.643
H 2.943 -1.021 5.867
C 4.533 -4.268 8.292
C -1.750 3.551 7.769
H 2.250 -7.955 -8.354
C -0.966 0.577 -7.061
H -1.268 3.913 4.638
C 1.332 -6.006 -8.016
H -0.107 1.957 -2.390
H 3.894 1.536 0.721
H 6.228 0.503 10.497
H 3.018 -0.514 0.008
H 0.256 0.959 -0.060
H -1.993 3.592 -0.852
H 0.061 5.410 -1.622
C -7.514 1.121 -0.971
H 1.748 -1.188 -7.089
N -7.213 2.337 -0.436
N -0.198 -0.468 -6.649
H -1.547 -5.755 -5.870
C 2.362 0.564 4.493
N 2.412 0.851 -1.330
H -2.520 -2.107 -3.737
H -9.321 -0.094 -0.877
N -1.352 4.007 5.640
C 0.999 0.628 -8.151
P 4.104 1.159 -1.448
H 2.254 4.030 2.981
H 1.835 4.190 -2.380
H 2.749 -1.263 -1.490
C 1.447 -7.264 -8.544
H -2.042 2.055 6.144
C 5.770 1.424 10.184
H -0.709 4.285 -2.656
H 6.099 -1.611 9.500
C -9.283 1.879 0.189
H -0.712 -0.279 0.613
H -0.552 3.070 -0.097
H -2.027 3.027 8.668
C -2.582 -4.091 -4.774
H 2.718 -3.193 7.580
C 4.946 3.502 9.944
H -3.612 -4.403 -4.715
H 2.423 4.617 1.346
N -0.731 -2.892 -4.544
H -0.594 -0.302 3.479
H 0.718 -6.388 -1.260
C -1.302 4.897 7.666
N 1.228 0.757 3.760
H 4.600 3.200 -0.982
C 0.997 -0.447 -7.297
C 5.484 -2.380 9.070
H -2.387 2.704 -3.531
H -0.651 -0.168 -1.087
H 4.166 3.097 7.897
N 5.176 1.541 8.955
H -0.474 -1.155 -5.959
C -4.482 2.023 -3.858
C -0.256 1.283 -8.000
H -0.722 6.031 5.837
C 1.124 3.581 -1.871
C 1.872 1.227 -2.670
*
```

Atomic partial charges in e from the Löwdin method, atoms 1 to 99: atom 1 (H): 0.10, atom 2 (H): 0.07, atom 3 (C): -0.12, atom 4 (H): 0.14, atom 5 (H): 0.13, atom 6 (C): -0.70, atom 7 (O): -0.26, atom 8 (C): -0.12, atom 9 (C): -0.12, atom 10 (C): -0.11, atom 11 (C): -0.11, atom 12 (C): -0.13, atom 13 (C): -0.15, atom 14 (H): 0.09, atom 15 (N): 0.01, atom 16 (C): -0.28, atom 17 (C): -0.17, atom 18 (H): 0.08, atom 19 (C): -0.71, atom 20 (O): -0.29, atom 21 (H): 0.09, atom 22 (H): 0.08, atom 23 (H): 0.08, atom 24 (H): 0.08, atom 25 (Cl): 0.65, atom 26 (N): 0.00, atom 27 (C): -0.15, atom 28 (H): 0.10, atom 29 (H): 0.10, atom 30 (C): -0.13, atom 31 (C): -0.12, atom 32 (H): 0.11, atom 33 (C): -0.14, atom 34 (H): 0.09, atom 35 (H): 0.10, atom 36 (O): -0.04, atom 37 (H): 0.09, atom 38 (H): 0.09, atom 39 (N): 0.01, atom 40 (C): -0.14, atom 41 (H): 0.11, atom 42 (N): 0.02, atom 43 (H): 0.11, atom 44 (H): 0.11, atom 45 (O): 0.07, atom 46 (C): -0.11, atom 47 (H): 0.10, atom 48 (C): -0.15, atom 49 (O): 0.04, atom 50 (H): 0.13, atom 51 (C): -0.16, atom 52 (H): 0.10, atom 53 (C): -0.14, atom 54 (H): 0.07, atom 55 (C): -0.15, atom 56 (C): -0.15, atom 57 (C): 0.03, atom 58 (C): -0.55, atom 59 (H): 0.13, atom 60 (H): 0.08, atom 61 (H): 0.12, atom 62 (H): 0.10, atom 63 (H): 0.08, atom 64 (C): -0.18, atom 65 (H): 0.10, atom 66 (H): 0.09, atom 67 (H): 0.10, atom 68 (C): -0.16, atom 69 (C): -0.10, atom 70 (C): -0.14, atom 71 (H): 0.13, atom 72 (C): -0.14, atom 73 (H): 0.13, atom 74 (H): 0.09, atom 75 (H): 0.12, atom 76 (C): -0.13, atom 77 (C): -0.12, atom 78 (O): -0.04, atom 79 (C): -0.11, atom 80 (C): -0.14, atom 81 (H): 0.08, atom 82 (H): 0.08, atom 83 (H): 0.07, atom 84 (C): -0.10, atom 85 (C): -0.12, atom 86 (H): 0.08, atom 87 (C): -0.15, atom 88 (H): 0.10, atom 89 (C): -0.15, atom 90 (H): 0.09, atom 91 (H): 0.04, atom 92 (H): 0.09, atom 93 (H): 0.08, atom 94 (H): 0.05, atom 95 (H): 0.10, atom 96 (H): 0.10, atom 97 (C): -0.15, atom 98 (H): 0.11, atom 99 (N): 0.01